Entry 1:
{
  "formula": "C48H41FN2O6PtS2Si",
  "method": "the ωB97M-V functional and the def2-TZVPD basis",
  "gap_ha": 0.232,
  "e_tot_ha": -3719.2605,
  "charge": 2,
  "species": ["C", "C", "H", "C", "H", "H", "H", "Si", "C", "C", "H", "H", "N", "H", "H", "O", "O", "H", "C", "H", "H", "F", "C", "H", "H", "C", "H", "C", "H", "H", "H", "H", "S", "H", "C", "C", "C", "C", "C", "C", "H", "O", "C", "H", "C", "C", "O", "H", "C", "H", "C", "C", "C", "H", "C", "H", "C", "C", "H", "N", "C", "H", "H", "C", "C", "C", "C", "H", "H", "H", "C", "C", "C", "H", "C", "C", "C", "C", "C", "O", "C", "O", "H", "S", "H", "C", "H", "H", "C", "C", "C", "H", "H", "Pt", "H", "H", "C", "C", "C", "H", "C", "C"],
  "coordinates": [[1.217, 4.851, 1.512], [-3.572, 0.161, -5.507], [-3.304, -1.536, -1.531], [-3.050, 4.240, -1.720], [2.829, 3.889, -1.880], [0.125, -0.705, -5.574], [-1.767, -0.249, 6.283], [-2.756, 0.437, -0.160], [-3.322, -1.155, -5.120], [3.537, 0.327, -3.995], [-3.948, -1.952, -5.501], [2.470, 6.828, 2.770], [-0.919, -0.387, 5.747], [-2.135, 2.645, 1.682], [6.751, 1.424, -3.884], [0.841, 2.298, -2.724], [0.188, 0.975, 7.200], [-4.334, 0.351, -7.493], [-1.493, -0.427, -3.781], [-2.538, 0.400, 2.326], [5.041, -2.209, 1.681], [2.538, 0.584, 5.756], [4.433, 0.710, -6.238], [3.612, 5.879, -0.645], [-2.921, 2.201, -5.322], [0.764, 3.731, 0.831], [6.443, 1.392, -6.345], [-2.282, -1.462, -4.258], [-3.319, 2.245, -2.434], [-4.705, -0.603, -1.027], [-2.080, -2.483, -3.958], [-5.024, 1.505, -6.356], [0.921, 1.967, -1.313], [4.287, 0.695, -7.310], [5.626, 1.097, -5.700], [3.361, 0.320, -5.400], [2.815, 5.273, -0.231], [-3.687, -0.520, -1.426], [4.787, 0.738, -3.466], [3.912, -1.185, 0.154], [2.000, -0.102, -7.023], [-0.461, -1.751, 0.358], [1.362, 3.402, -0.370], [-0.707, -2.860, 2.742], [-0.170, -1.231, 1.488], [-1.047, -1.149, 4.615], [-2.100, -1.602, 4.221], [-3.324, 4.692, -2.664], [3.507, -1.196, -1.201], [3.863, -0.082, 2.014], [3.509, -0.113, 0.990], [-3.041, 2.861, -1.588], [2.696, 0.877, 0.529], [-1.042, 1.681, -3.802], [0.071, -2.102, 2.693], [-2.751, 6.119, -0.729], [-2.731, 5.042, -0.631], [-2.409, 4.464, 0.592], [5.712, -4.064, 0.207], [0.141, -1.359, 3.924], [1.250, -0.392, -3.739], [3.604, -2.296, -3.066], [4.980, -4.101, -2.160], [1.398, 0.017, 5.390], [2.451, -0.067, -3.160], [-4.682, 0.477, -6.466], [-3.100, -0.123, 1.555], [2.222, 7.752, 1.290], [4.944, 0.752, -2.395], [2.200, -0.962, 3.704], [-2.694, 2.263, -0.372], [4.719, -2.236, 0.647], [2.284, 0.860, -0.832], [3.785, 7.006, 1.597], [-2.380, 3.085, 0.719], [1.329, -0.759, 4.311], [5.801, 1.114, -4.299], [-2.746, 1.177, -5.013], [2.710, 6.869, 1.709], [-0.042, 0.033, 1.494], [1.072, -0.417, -5.144], [-0.152, -2.303, -2.499], [-2.975, -1.194, 1.718], [-0.146, -0.871, -2.743], [-2.195, 5.095, 1.446], [3.913, -2.271, -2.029], [-4.161, 0.095, 1.732], [0.767, 5.119, 2.460], [-1.698, 0.895, -4.157], [2.388, 4.159, -0.927], [2.242, 5.638, 0.991], [2.382, 1.674, 1.188], [-3.740, -0.044, -2.399], [-0.145, 0.060, -0.612], [-0.035, 3.118, 1.232], [1.025, -2.607, 2.517], [2.117, -0.079, -5.947], [0.220, 0.278, 6.226], [5.093, -3.262, -0.173], [-5.529, -0.193, -6.323], [4.681, -3.280, -1.522], [2.704, -0.127, -1.701]]
}

***

Entry 2:
{
  "formula": "C48H42BF2HfN3O6P2",
  "method": "the ωB97M-V functional and the def2-TZVPD basis",
  "gap_ha": 0.246,
  "e_tot_ha": -3425.2181,
  "charge": 2,
  "species": ["H", "H", "C", "O", "C", "C", "H", "C", "H", "C", "H", "H", "Hf", "H", "P", "C", "P", "H", "C", "C", "C", "H", "C", "H", "C", "H", "H", "H", "H", "C", "C", "C", "H", "H", "N", "H", "C", "C", "C", "C", "C", "H", "C", "H", "H", "H", "O", "C", "H", "C", "H", "H", "H", "C", "H", "C", "H", "C", "H", "H", "H", "C", "H", "C", "C", "O", "C", "C", "C", "H", "O", "H", "C", "C", "H", "C", "H", "C", "C", "C", "C", "C", "O", "H", "N", "C", "B", "O", "F", "F", "C", "H", "C", "C", "H", "C", "C", "H", "N", "H", "H", "H", "C", "C", "C"],
  "coordinates": [[-4.386, 0.790, 3.322], [4.297, -4.312, -3.006], [0.357, -0.043, 3.246], [-2.598, 0.166, -1.048], [-1.233, 4.184, -0.055], [2.975, -1.313, 0.574], [3.303, 3.900, -0.861], [-1.505, 0.535, -6.029], [-2.969, -1.175, -3.499], [2.520, 4.773, 0.946], [2.857, 5.776, 0.711], [-0.158, 0.658, 6.524], [-0.898, 1.057, -0.425], [-1.412, -2.759, 4.266], [-0.412, -1.343, -1.979], [2.669, -0.479, 1.642], [1.114, 0.439, 1.663], [-3.952, -5.463, -0.342], [2.361, -3.776, -3.719], [-0.195, 0.554, -5.562], [3.408, -3.725, -2.811], [-2.815, 3.696, 4.735], [-0.878, -0.672, -3.603], [0.398, -3.072, -4.198], [-1.927, -2.762, -0.165], [-1.749, 0.998, -6.976], [-1.530, -2.060, 0.561], [-4.195, 2.807, 4.126], [-1.885, -3.437, -3.488], [-0.301, -1.275, 3.195], [-2.186, -0.693, -4.075], [4.748, -4.349, -0.153], [0.920, 3.081, 3.392], [-1.365, -1.499, 6.399], [-3.731, 0.602, 2.583], [-1.418, 2.714, 3.119], [-2.640, 3.873, -0.403], [1.115, -2.249, -2.346], [-2.763, -3.783, 0.259], [1.214, -3.042, -3.486], [-0.890, -1.090, 5.517], [1.145, -0.048, -4.011], [2.784, 3.722, 0.073], [-6.055, 2.318, -1.037], [-3.970, -0.096, 1.892], [6.009, -2.371, 1.532], [-1.810, 1.020, 1.489], [-2.130, -3.523, -2.435], [3.857, -4.744, 0.337], [-1.605, -2.624, -1.512], [5.015, -5.019, -0.972], [2.603, 1.630, -0.294], [0.969, 1.557, 4.558], [-2.625, 1.323, 2.415], [0.085, 5.470, 0.266], [-3.833, 0.502, -0.748], [5.502, -0.919, 3.436], [-4.952, 4.168, -0.812], [5.571, -4.365, 0.563], [-3.566, 5.805, -0.491], [6.042, -3.043, -2.213], [-3.703, 4.735, -0.561], [-3.013, 1.997, 5.193], [-3.140, 2.721, 4.386], [-0.221, 0.123, 5.584], [-0.463, 3.243, 0.136], [1.446, 3.230, 2.462], [5.063, -1.845, 1.553], [-0.918, -1.796, 4.320], [6.618, -2.386, -0.684], [2.014, -1.370, -0.395], [-0.316, -1.843, 2.269], [-2.495, -0.090, -5.287], [4.782, -1.023, 2.634], [-3.390, -5.228, -2.737], [3.584, -0.337, 2.682], [0.583, 1.033, -6.143], [4.172, -2.013, 0.499], [4.505, -2.920, -0.674], [2.191, -2.206, -1.467], [1.856, 4.521, 2.139], [-5.094, 2.790, -0.873], [-4.719, -0.248, -0.450], [-3.004, -3.885, 1.310], [-2.773, 2.556, -0.516], [5.773, -2.399, -1.374], [-0.280, 2.387, -2.417], [-0.869, 5.426, 0.045], [-1.417, 2.748, -3.048], [0.777, 3.099, -2.796], [-3.293, -4.669, -0.668], [3.361, 0.308, 3.524], [3.351, -2.942, -1.664], [-3.955, 2.013, -0.732], [5.623, -1.387, -1.754], [-2.978, -4.537, -2.014], [0.406, 0.643, 4.456], [2.444, -4.390, -4.606], [-2.358, 2.359, 3.211], [1.672, 5.330, 2.837], [-3.513, -0.119, -5.655], [-5.817, 4.805, -0.948], [1.704, 2.174, 1.595], [0.118, -0.043, -4.354], [2.381, 2.439, 0.398]]
}

***

Results for max |F|: 1.1, 0.6 (in eV/Å, following the order of the records).